Record 1
Molecular formula: C37H65N6O8P2
Method: DFT, ωB97M-V/def2-TZVPD

Geometry as XYZ:
```
118
Properties=species:S:1:pos:R:3:forces:R:3
H -0.370 -3.766 2.149 0.0 0.0 -0.1
H 4.970 -0.361 1.725 0.0 0.2 -0.2
N -6.210 -1.178 1.264 -0.5 -1.1 0.1
C 3.928 5.520 -1.534 0.0 0.1 0.0
H 6.174 0.787 1.123 -0.2 0.1 -0.5
H 1.980 -1.739 3.437 -0.1 0.2 -0.1
H 0.625 -7.293 -0.048 0.0 0.0 0.0
H -4.323 3.433 -3.859 0.1 0.2 -0.4
H 0.466 -9.655 1.006 0.0 0.0 0.0
O 0.239 1.604 -5.450 0.0 -0.2 -0.3
H 5.185 5.562 -3.269 0.0 0.0 0.0
C 1.835 -1.135 1.387 1.1 -0.1 0.3
H -2.736 -3.301 0.723 -0.2 -0.2 -0.4
H 0.693 -5.356 3.765 0.0 0.0 0.0
H -3.725 5.560 -1.660 -0.1 -0.4 0.1
C -2.348 0.944 -2.878 -0.6 -0.6 -0.8
H -1.709 -7.683 1.893 0.0 0.0 0.0
H -1.447 -4.178 3.488 0.0 0.1 -0.1
H -3.549 4.168 -0.475 -0.1 0.3 -0.1
H -5.906 -0.297 0.875 -0.1 0.0 0.0
H 7.196 6.543 -2.242 0.0 0.0 0.0
C -2.976 -2.644 -0.125 0.1 0.9 0.2
C 6.227 6.673 -1.753 0.0 0.0 -0.1
C 0.312 -0.404 3.378 0.6 0.5 0.6
C -1.746 -0.608 -1.125 0.4 -0.7 0.4
H -2.945 0.097 -4.823 0.1 0.0 0.5
H -4.284 -0.917 -0.400 0.2 -0.1 0.1
H -7.540 -0.032 -0.416 0.0 -0.2 -0.1
N -1.220 2.864 -0.043 0.4 -0.5 0.6
H -4.880 -2.587 2.065 -0.1 -0.4 -0.4
C 5.313 5.526 -2.182 0.1 -0.1 0.0
P -2.261 3.806 -2.603 1.5 1.3 -0.4
P -0.253 4.013 2.258 -0.2 0.4 0.8
C 3.925 5.481 -0.006 0.0 -0.1 -0.1
H -0.950 -10.047 1.985 0.1 0.0 0.0
H -8.189 -3.387 0.520 -0.3 0.2 -0.1
C -1.560 1.782 -0.793 0.0 1.3 -0.1
O -3.711 -2.071 -3.152 0.2 0.6 0.4
N -0.731 0.961 -5.325 0.3 0.1 0.2
O -1.619 -2.074 -3.958 0.2 0.3 0.3
H -5.546 -3.022 0.415 0.2 0.1 0.2
H 1.400 -5.498 1.410 0.0 0.0 0.0
N -8.101 -0.828 -0.122 -0.2 0.0 0.3
H 5.514 8.132 -3.193 0.0 0.0 0.0
O -1.033 5.302 1.558 0.8 -0.5 0.1
H -0.651 -6.137 0.242 0.0 0.0 0.0
C -0.053 -6.916 0.724 -0.1 0.1 0.0
H 6.417 6.627 -0.677 0.0 0.0 0.0
H 5.818 4.578 -1.973 0.0 0.0 0.0
H -0.450 5.723 0.910 -0.3 0.0 -0.1
H 3.333 -0.887 -0.694 0.3 -0.2 0.2
C -1.393 0.483 -0.285 -0.5 -1.7 -0.9
H 3.219 -2.592 -1.042 0.2 0.1 0.2
C -3.931 -1.555 0.422 0.0 -1.1 0.0
C 0.786 -6.295 1.842 0.1 -0.1 0.1
C 5.682 8.051 -2.117 0.1 0.0 0.1
C 3.610 -1.879 -0.306 -0.1 -0.7 0.7
H 4.458 0.776 0.478 0.3 0.2 0.2
H 2.078 -0.206 0.847 -0.5 -0.2 0.0
H -1.560 -8.373 0.292 0.0 0.0 0.0
C -2.072 2.051 -2.109 -1.0 -0.6 0.4
H -1.700 -4.910 1.907 0.0 0.0 0.0
H 5.622 4.151 0.309 0.0 0.0 0.0
H 4.741 8.261 -1.606 0.0 0.0 0.0
H 1.491 -7.039 2.226 0.0 0.0 0.0
C -2.194 -0.395 -2.398 0.1 0.3 0.2
C -0.012 -5.725 3.014 0.1 0.1 -0.1
C -0.624 1.259 1.638 1.0 -0.3 1.8
H 4.059 3.326 0.203 0.0 0.0 0.0
O -1.818 1.796 -5.070 -0.6 0.3 0.3
N -8.113 -2.679 1.241 1.2 -0.2 0.4
H -0.594 -6.512 3.501 0.0 0.0 0.0
C 2.999 -2.140 1.102 -1.0 0.4 -1.0
H 1.348 4.090 0.850 0.6 0.0 0.1
H 3.758 -2.119 1.889 0.0 0.0 -0.3
H 0.329 -0.479 4.480 0.0 0.0 -0.3
C 1.718 -0.813 2.892 -0.5 -0.9 0.0
H -0.884 1.335 3.756 0.3 0.2 -0.1
O 6.452 -0.554 -1.143 -0.3 -0.1 0.7
H 2.477 -0.075 3.198 -0.3 -0.1 -0.2
H 2.890 5.531 0.337 0.0 0.1 0.0
N -0.933 0.177 0.969 -0.2 2.2 -0.7
O 5.054 -2.060 -0.280 -0.4 1.4 -0.1
H 6.393 8.828 -1.829 0.0 0.0 0.0
H 2.540 -3.138 1.038 0.4 0.1 0.5
C -3.065 4.799 -1.226 0.4 -0.4 -0.2
O 1.343 4.257 1.808 -1.2 -0.3 -0.6
H 0.925 -1.588 0.982 0.0 0.5 0.2
H -3.005 3.911 -5.004 0.1 -0.1 0.3
C -0.243 -9.253 1.732 -0.2 0.0 0.1
H -0.939 -2.112 0.238 -0.1 0.4 -0.3
H -7.566 -3.081 1.997 -0.1 0.0 -0.1
C -3.436 4.068 -4.015 -1.1 -0.5 0.8
H 0.787 1.721 3.259 -0.2 -0.1 0.0
C -0.742 2.599 1.157 0.0 0.3 -0.7
H -3.781 1.583 -4.407 0.4 0.1 -0.1
H 4.492 4.226 1.658 0.0 -0.1 0.0
H -3.486 -3.185 -0.930 0.2 0.1 0.2
C -0.983 -8.047 1.161 0.1 -0.1 -0.1
C -5.164 -2.227 1.065 0.4 1.3 0.4
C -7.474 -1.519 0.750 -0.3 0.8 -0.8
C -1.620 -2.030 -0.618 -0.2 -0.6 0.3
H 0.303 -8.998 2.642 0.0 0.0 0.0
H -3.383 -0.967 1.174 -0.3 0.1 -0.2
H -2.236 5.338 -0.757 -0.3 -0.3 0.1
C -0.070 1.061 3.065 -0.7 -0.8 -0.4
C -0.936 -4.580 2.611 0.0 -0.1 0.2
H -1.190 -2.658 -1.410 -0.2 0.2 0.1
H -3.814 5.096 -3.933 0.4 -0.2 0.0
C 5.659 -0.813 -0.273 0.9 -0.1 -0.7
C 4.565 4.222 0.570 0.0 0.1 0.1
C 5.310 0.187 0.836 -0.5 -1.2 0.1
C -2.540 -1.634 -3.246 -0.3 -0.4 -0.8
H 3.375 4.654 -1.913 0.0 0.0 0.0
H -0.450 -1.120 3.047 0.2 0.3 -0.2
C -2.828 1.062 -4.316 0.4 -0.3 -0.4
H 3.367 6.399 -1.864 0.0 0.0 0.0
H 4.424 6.365 0.400 0.0 0.0 0.0
```
Positions in Å, forces in eV/Å.

The value obtained for the total energy is -83322.2654 eV. As for the net charge: -1. Its HOMO energy is -0.191 Ha. Its orbital gap is 0.250 Ha.

***

Record 2
Molecular formula: C37H66BCl26F4I2O4P
Method: DFT, ωB97M-V/def2-TZVPD

Geometry as XYZ:
```
141
Properties=species:S:1:pos:R:3:forces:R:3
Cl -10.378 0.461 -0.939 -0.1 0.0 0.1
Cl 1.576 3.521 -0.244 0.0 0.0 0.1
H -6.358 -1.347 -0.312 -0.1 0.0 -0.1
H 0.107 -6.757 2.538 0.0 0.0 0.1
C -0.826 0.771 -3.535 -0.1 -0.1 0.0
F 0.060 -3.767 -0.131 -0.2 -0.1 0.1
C 5.102 6.017 1.411 0.1 -0.1 0.1
H 2.127 2.618 -2.921 0.0 0.0 0.0
H -13.082 -1.689 -2.229 0.0 0.0 0.0
H 3.735 -10.116 -3.965 0.0 0.0 0.0
H -6.226 0.586 3.066 0.0 0.0 -0.1
H 0.593 -9.051 0.177 0.0 0.0 0.0
C 0.896 -8.336 -0.586 -0.1 -0.1 0.1
H 0.667 4.548 -2.146 0.0 -0.1 0.0
H 9.710 4.801 4.816 0.0 0.0 0.0
C -1.861 -2.580 0.652 0.1 0.1 0.3
H 0.230 -2.503 1.373 0.0 0.0 0.2
H 2.369 4.693 6.954 0.0 0.0 0.0
C -3.726 1.372 -7.538 0.0 0.0 0.0
O -0.786 -1.678 3.579 0.1 -0.1 -0.8
H -11.387 -1.585 -0.360 0.0 0.0 0.0
C 2.487 3.637 -2.811 0.0 0.0 -0.1
C -1.149 -0.161 0.779 0.4 0.0 -0.4
C -6.393 1.212 -3.391 0.0 0.1 0.0
Cl -1.296 0.477 -8.413 -0.1 0.0 0.0
H 4.161 6.953 -0.296 0.0 0.0 0.0
H 8.600 4.826 6.196 0.0 0.0 0.0
H 3.411 6.418 5.421 0.0 0.0 0.0
H -5.339 -0.599 4.051 0.0 0.0 0.0
H -10.674 -1.617 -1.982 0.0 0.0 0.0
C 1.326 1.540 3.392 -0.3 -0.2 0.1
Cl 5.978 7.482 1.920 0.0 0.1 -0.1
H 2.430 4.138 -3.775 0.0 0.0 0.0
C -11.284 -1.035 -1.292 0.1 -0.1 0.0
H 5.796 5.389 0.856 0.0 0.0 -0.1
Cl 4.216 3.563 -2.360 0.0 0.0 0.0
C 4.778 -10.210 -3.670 0.0 0.0 -0.1
H -3.458 -0.412 -8.718 0.0 0.0 0.0
H 3.946 -3.894 -2.878 0.0 0.0 0.0
Cl -13.751 0.026 -0.775 0.0 0.0 0.0
Cl 2.927 -7.497 -2.218 0.0 0.0 0.0
C 7.125 11.169 4.797 0.0 0.1 0.0
C -3.494 -0.736 0.860 -0.6 1.6 0.5
Cl 9.801 6.839 5.976 0.0 0.0 0.0
H 7.443 4.857 3.945 0.0 0.0 0.0
Cl 6.504 6.564 5.248 -0.1 -0.1 0.1
H 1.065 1.920 4.376 0.0 0.1 0.0
Cl 4.798 -11.015 -2.076 0.0 0.0 0.0
H -7.314 -0.606 0.998 -0.1 -0.1 -0.1
H -12.527 -0.101 -2.781 0.0 0.0 0.0
H 5.190 -12.029 -4.752 0.0 0.0 0.0
H -1.689 0.155 -3.283 0.0 0.0 0.0
Cl 1.949 -3.073 -5.874 0.0 0.0 0.0
H 5.385 -10.538 -5.686 0.0 0.0 0.0
C 3.396 -3.278 -4.849 0.1 0.0 0.0
H -3.688 -1.038 -0.175 0.2 -0.3 0.0
H 6.507 12.060 4.742 0.0 0.0 0.0
Cl 0.472 -6.708 0.011 0.1 -0.1 -0.3
H 0.318 -8.515 -1.489 0.0 0.0 0.0
C 7.847 5.758 4.403 0.0 0.0 -0.1
C 5.532 -10.998 -4.711 0.0 0.0 0.0
H 7.051 9.178 5.620 0.0 0.0 0.0
O -4.056 1.662 0.758 0.4 -0.4 -0.2
H -0.750 -0.524 -0.167 -0.1 -0.2 0.1
H -6.299 2.217 -2.985 0.0 0.0 0.1
C 8.966 5.394 5.345 0.0 -0.1 0.0
F -0.667 -4.225 1.890 0.1 0.1 0.1
H 2.010 0.702 3.530 0.1 0.1 -0.1
Cl 2.644 7.181 1.490 -0.1 0.1 0.0
C -7.770 0.677 -3.093 0.0 0.1 0.0
H -1.236 -8.803 1.983 0.0 0.0 0.0
B -2.017 -1.627 2.950 -0.1 0.3 0.5
Cl 0.369 4.351 5.758 0.0 0.0 0.0
Cl 7.408 10.608 3.127 0.0 0.0 0.0
I -1.696 1.741 3.530 0.1 -0.1 0.0
Cl 7.286 -11.018 -4.399 0.0 0.0 0.0
H -6.186 1.242 -4.458 0.0 -0.1 0.0
C -0.672 -7.143 3.184 -0.1 0.1 0.1
Cl 0.966 1.459 -5.496 0.1 0.1 0.1
H 3.998 -4.064 -5.301 0.0 0.0 0.0
Cl 0.692 -9.514 3.119 0.0 0.0 0.0
H 2.024 6.244 4.335 0.0 0.0 0.0
Cl -5.133 0.216 -2.622 0.2 0.0 -0.1
O -1.951 0.971 0.402 -0.2 0.2 0.5
C 2.624 5.741 5.089 0.0 0.2 0.0
H -3.636 -2.723 3.301 -0.4 0.4 -0.3
Cl 4.814 9.752 5.174 0.0 0.0 0.0
C 3.040 -3.659 -3.435 0.0 -0.1 0.0
C -0.482 -3.224 0.982 0.1 0.0 -0.5
H 2.380 -4.522 -3.408 0.0 0.0 0.0
H -1.605 -6.631 2.954 0.0 0.0 0.0
P -5.106 -1.118 1.716 -0.2 -1.5 0.3
Cl 0.380 0.522 -2.246 0.0 0.2 -0.1
H -1.543 -9.047 3.709 0.1 0.0 0.0
C -0.304 0.363 -4.885 -0.1 -0.1 -0.1
C -2.128 -1.237 1.382 0.0 -0.6 -0.7
H 1.815 2.340 2.835 0.1 -0.1 0.0
H 2.126 5.378 -1.593 0.0 0.0 0.0
H 3.463 5.399 0.209 0.0 0.0 0.0
H 6.459 10.456 6.693 0.0 0.0 0.0
O -3.136 -1.978 3.658 0.6 -0.6 0.2
H -6.167 0.392 0.066 -0.1 0.0 0.0
F -1.944 -2.435 -0.694 0.0 0.0 0.0
H 5.194 -9.215 -3.542 0.0 0.0 0.0
H 8.186 6.429 3.618 0.0 0.0 0.0
I 1.921 -0.332 0.798 -0.2 0.0 0.1
Cl -8.073 -0.892 -3.890 0.0 0.0 0.0
C -3.061 0.597 -8.647 0.0 0.0 -0.1
C -12.625 -0.752 -1.917 0.0 0.0 0.0
H -4.775 1.537 -7.776 0.0 0.0 0.0
H -3.223 1.108 -9.594 0.0 0.0 0.0
C 2.373 -8.486 -0.834 0.0 -0.1 0.1
H 2.955 -8.190 0.034 0.0 0.1 0.0
Cl -0.250 -6.723 4.869 0.0 0.0 0.0
H -4.474 0.706 3.248 -0.1 0.0 0.0
C 1.686 4.403 -1.790 -0.1 0.0 -0.1
H -8.523 1.371 -3.463 0.0 0.0 0.0
C 0.054 0.308 1.577 0.1 0.2 0.4
C -6.355 -0.599 0.480 0.4 0.4 0.2
C -5.305 0.008 3.151 0.2 0.4 -0.2
H 1.419 6.178 6.794 0.0 0.0 0.0
H 8.096 11.436 5.210 0.0 0.0 0.0
C 0.099 1.070 2.665 0.0 0.0 -0.3
C 1.791 5.303 6.264 0.0 0.0 0.0
F -2.841 -3.464 1.006 0.0 0.0 -0.1
C 6.493 10.109 5.661 0.1 0.0 0.1
H 4.796 5.497 2.316 0.0 0.0 0.0
C -3.262 0.765 0.698 -0.1 0.1 -0.2
H -7.917 0.535 -2.028 0.0 0.0 0.0
H 0.109 -0.644 -4.874 0.1 0.0 0.1
H -3.242 2.333 -7.387 0.0 0.0 0.0
H -0.497 -2.576 3.774 -0.2 0.1 0.5
H -1.128 1.815 -3.516 0.0 0.0 0.0
H 2.605 -9.521 -1.074 0.0 0.0 0.0
Cl -3.676 0.487 -5.987 -0.2 0.0 0.0
C -0.851 -8.623 2.986 -0.1 0.0 0.0
H 3.953 -2.345 -4.878 0.0 0.0 0.0
C 3.904 6.330 0.557 0.0 -0.1 0.0
H -1.114 0.405 -5.605 0.0 0.0 0.0
Cl 2.223 -2.326 -2.584 0.0 0.0 0.0
Cl 3.427 4.358 4.297 0.0 -0.1 0.0
```
Positions in Å, forces in eV/Å.

The value obtained for the total energy is -410255.4390 eV. Its HOMO energy is -0.293 Ha. Its orbital gap is 0.300 Ha.